Record 1
Entry from OMol25: a 8-piece molecular cluster, C46H109N5O11 overall at a distorted geometry (ωB97M-V/def2-TZVPD).

```
171
Properties=species:S:1:pos:R:3:forces:R:3
C -1.122081 5.460041 0.541275 0.86 0.18 -0.44
C -1.327907 4.273280 -0.355463 0.47 0.14 0.93
N -2.688263 3.691655 -0.315332 -1.26 -0.59 -1.14
C -2.614895 2.410697 -1.113996 0.50 0.21 0.24
C -3.208723 3.405750 1.058339 0.12 -0.21 0.67
C -2.370709 2.400862 1.835443 1.01 0.43 -0.38
C -3.620723 4.651849 -1.017981 0.32 0.02 0.61
C -5.093945 4.280712 -1.054570 -0.25 1.43 -0.50
O -5.377725 3.007571 -1.532215 -0.24 -0.36 -0.05
C -5.771402 2.982379 -2.894094 0.76 -0.34 -0.46
H -0.181657 5.890565 0.181383 -0.04 0.15 0.18
H -0.924630 5.160717 1.564163 -0.53 0.25 0.27
H -1.870838 6.224948 0.370735 -0.09 0.16 0.56
H -0.664086 3.477246 -0.021097 0.21 -0.06 -0.43
H -1.120756 4.615817 -1.364286 -0.07 -0.58 -0.36
H -1.666627 1.973134 -0.830492 0.09 -0.41 -0.33
H -2.630923 2.674480 -2.167453 0.11 -0.07 -0.05
H -3.433037 1.744743 -0.888796 -0.21 0.12 0.13
H -4.226000 3.039271 0.942577 0.00 0.01 -0.14
H -3.247317 4.370431 1.567506 -0.08 -0.09 0.07
H -2.076716 1.532735 1.241818 -0.46 -0.11 0.06
H -2.860010 2.064623 2.745416 -0.11 -0.09 0.08
H -1.401167 2.850483 2.094551 -0.26 0.06 0.25
H -3.175244 4.798279 -2.000173 -0.23 -0.09 -0.17
H -3.523035 5.591225 -0.475437 -0.20 0.08 -0.11
H -5.513916 5.072904 -1.704566 -0.01 -0.33 -0.04
H -5.613174 4.486337 -0.117210 0.28 -0.48 0.28
H -4.941778 3.290345 -3.555481 -0.22 0.32 0.19
H -6.652695 3.594490 -3.075173 -0.06 -0.01 -0.01
H -5.944799 1.945022 -3.179215 -0.35 0.02 0.28
C 1.974457 -3.070198 -1.148847 0.08 -0.37 -0.14
C 2.774512 -3.089636 0.139381 -0.20 0.46 -0.38
N 3.410340 -4.404555 0.497108 0.21 0.75 -0.24
C 4.422723 -4.727658 -0.541430 -0.20 -0.75 -0.14
C 4.086897 -4.211724 1.828135 -0.06 0.23 0.58
C 4.777379 -5.436086 2.372949 0.40 -0.59 -0.39
C 2.396125 -5.501491 0.542723 0.85 -0.39 0.30
C 1.370942 -5.451414 1.637758 -0.27 0.18 0.02
O 0.538843 -4.327110 1.502552 -0.52 0.09 -0.04
C -0.520286 -4.346563 2.453908 0.39 -0.85 0.76
H 2.549496 -3.309281 -2.047984 0.29 0.31 0.16
H 1.626950 -2.039363 -1.211374 -0.34 -0.13 -0.34
H 1.148104 -3.781258 -1.178391 -0.30 0.35 0.33
H 2.145432 -2.829959 0.980294 -0.12 0.05 0.02
H 3.541648 -2.318313 0.045303 0.38 -0.36 0.34
H 3.889017 -5.000218 -1.449165 0.11 0.30 -0.13
H 4.959409 -5.621283 -0.238903 0.15 0.09 0.07
H 5.097869 -3.890893 -0.677005 0.00 0.13 0.03
H 3.288620 -3.890040 2.497434 0.09 0.11 0.06
H 4.784671 -3.372143 1.734720 -0.10 0.07 -0.21
H 5.316818 -5.179823 3.281326 -0.17 0.09 0.11
H 5.539023 -5.818126 1.688704 0.05 0.15 0.06
H 4.122856 -6.286662 2.571298 -0.12 0.19 0.23
H 3.008549 -6.384128 0.733355 -0.28 -0.23 -0.27
H 1.936117 -5.575862 -0.434509 -0.02 -0.02 -0.10
H 1.830454 -5.457712 2.633316 -0.02 -0.18 -0.03
H 0.787695 -6.372917 1.500218 0.01 -0.01 0.27
H -1.214336 -3.537937 2.266597 0.02 0.15 -0.13
H -0.122286 -4.280839 3.480303 -0.05 0.31 -0.26
H -1.031442 -5.322804 2.464286 -0.11 0.24 -0.42
C 1.370517 -1.600934 3.807555 0.77 0.48 -0.37
C 0.477461 -0.471630 4.300505 -0.03 -0.96 -0.44
N 1.102902 0.894667 4.391885 -0.20 -0.76 0.39
C 0.074042 1.675736 5.145034 -0.09 0.19 0.32
C 2.414781 0.920023 5.093902 0.06 0.14 0.64
C 2.314097 0.392276 6.500710 -0.53 -0.58 0.49
C 1.232791 1.359391 2.977382 -0.35 0.95 -0.10
C 1.798271 2.742387 2.800877 0.69 0.01 0.19
O 0.904664 3.651598 3.396794 -0.51 0.02 0.06
C 1.263069 4.996185 3.282415 0.54 0.31 -0.94
H 1.544015 -1.537292 2.731856 -0.16 -0.06 0.01
H 0.944683 -2.571797 4.047447 -0.16 0.14 0.06
H 2.382931 -1.557961 4.210490 -0.07 -0.09 0.28
H 0.033941 -0.727719 5.255788 0.10 0.11 0.10
H -0.347802 -0.320776 3.606517 -0.32 -0.16 0.25
H -0.392447 1.034894 5.883895 -0.06 -0.02 -0.06
H -0.684688 1.979425 4.438360 -0.16 0.20 0.12
H 0.552340 2.497939 5.661964 -0.08 0.32 -0.27
H 2.671861 1.974794 5.157699 0.35 -0.05 -0.34
H 3.106699 0.331168 4.504774 0.37 0.36 -0.31
H 2.178875 -0.691398 6.497301 0.07 0.02 0.11
H 1.462727 0.816105 7.031141 -0.01 0.02 0.03
H 3.176046 0.621440 7.121595 0.26 0.03 -0.32
H 0.185340 1.416088 2.689732 0.18 -0.35 -0.73
H 1.854404 0.689061 2.394152 -0.10 -0.38 0.11
H 1.934859 2.924186 1.723828 -0.29 -0.04 0.01
H 2.810799 2.819608 3.225802 -0.16 0.06 0.03
H 0.459500 5.633935 3.640792 0.00 -0.15 0.38
H 1.398789 5.255375 2.215221 0.12 -0.01 0.15
H 2.211452 5.207389 3.785996 -0.12 0.11 0.15
C 0.569336 2.550186 -4.928259 -0.20 0.14 0.05
C 2.016519 3.008999 -4.937263 -0.20 0.19 -0.29
N 2.926799 2.323505 -3.970767 -0.71 0.19 0.28
C 3.084154 0.932385 -4.409907 0.13 -0.29 -0.89
C 4.246013 3.066991 -3.999209 -0.04 -0.73 -0.17
C 5.319363 2.471333 -3.116832 0.36 0.73 -0.21
C 2.295327 2.231016 -2.599972 0.72 0.00 0.42
C 1.994640 3.526605 -1.900564 -0.60 0.32 -0.37
O 3.162268 4.241838 -1.599464 0.10 0.02 -0.24
C 2.899090 5.555584 -1.153889 0.03 0.10 0.29
H 0.031411 3.114130 -5.691214 0.08 0.05 0.00
H 0.078359 2.741663 -3.974090 -0.01 -0.01 -0.04
H 0.433079 1.498561 -5.171826 0.12 -0.04 0.03
H 2.093876 4.071566 -4.716151 -0.11 0.05 -0.07
H 2.452370 2.832410 -5.920140 0.03 0.16 -0.03
H 3.423521 0.947968 -5.446774 0.34 -0.09 0.13
H 2.110642 0.457712 -4.425594 -0.01 -0.19 0.37
H 3.784357 0.422540 -3.763609 -0.04 -0.19 0.04
H 3.991589 4.078460 -3.718841 0.23 0.19 0.01
H 4.564792 3.015854 -5.042256 -0.08 0.17 -0.01
H 6.214302 3.060148 -3.342124 0.00 -0.07 0.15
H 5.581731 1.448390 -3.369257 -0.13 -0.12 0.13
H 5.109703 2.612841 -2.062399 -0.04 -0.23 0.09
H 3.020421 1.667117 -2.019007 -0.20 -0.20 0.25
H 1.380900 1.656842 -2.717891 0.01 -0.21 0.29
H 1.431648 3.276316 -0.990625 0.11 -0.16 -0.06
H 1.314268 4.121371 -2.543531 0.18 0.13 0.18
H 2.454715 6.189900 -1.932045 -0.11 -0.20 -0.02
H 3.847684 6.003966 -0.870738 0.03 -0.07 0.07
H 2.241973 5.526653 -0.274560 0.03 0.12 -0.07
C -3.157973 -3.085739 -5.278348 0.76 0.81 -0.19
C -3.255427 -2.155000 -4.087933 -1.13 -0.82 0.53
N -3.252702 -2.865511 -2.731726 -0.51 0.57 -0.62
C -1.985587 -3.592800 -2.587110 0.69 -0.10 0.08
C -3.282750 -1.790391 -1.705748 0.32 0.50 0.93
C -4.513696 -0.927183 -1.698146 -0.64 0.15 0.24
C -4.426967 -3.772127 -2.699889 -0.50 -1.63 -0.10
C -4.804263 -4.398692 -1.367984 -0.67 0.09 -0.65
O -3.789225 -5.235817 -0.935727 0.77 0.27 0.66
C -3.835415 -5.531859 0.462333 0.00 -0.14 -0.21
H -3.859423 -3.908212 -5.288839 -0.02 -0.14 0.11
H -2.123768 -3.411941 -5.380471 -0.15 -0.37 -0.19
H -3.381104 -2.470572 -6.151910 0.04 -0.09 -0.06
H -4.248233 -1.712938 -4.065782 0.25 0.52 -0.35
H -2.456235 -1.424169 -4.028596 0.00 0.16 -0.17
H -1.961363 -4.393840 -3.317278 0.13 -0.09 0.04
H -1.892576 -3.988514 -1.584270 -0.13 -0.13 0.05
H -1.189565 -2.865628 -2.754440 0.08 -0.10 -0.07
H -2.347125 -1.239970 -1.862711 -0.16 0.22 0.08
H -3.210266 -2.217740 -0.702781 0.14 -0.44 -0.21
H -5.413709 -1.506365 -1.476085 0.00 -0.08 -0.31
H -4.674269 -0.341806 -2.600396 0.02 0.07 0.03
H -4.475442 -0.252027 -0.840844 0.31 0.08 -0.11
H -4.186564 -4.598252 -3.372276 0.19 -0.02 0.17
H -5.340713 -3.378531 -3.149485 0.32 0.80 0.17
H -5.697670 -4.999974 -1.596979 -0.11 0.20 0.12
H -5.105707 -3.638830 -0.642231 0.18 -0.02 0.24
H -4.577898 -6.310205 0.643687 0.10 -0.06 0.16
H -4.074499 -4.659355 1.070982 -0.13 0.21 -0.11
H -2.835676 -5.850856 0.745824 -0.07 -0.28 -0.02
C -0.441944 -1.018157 0.450716 -0.53 0.11 0.34
C -0.010331 0.055665 -0.535091 0.32 -0.85 -0.86
O -0.293163 -0.147708 -1.761409 -0.10 0.38 0.33
O 0.626976 1.015536 -0.063262 -0.15 0.69 -0.12
H 0.379161 -1.348591 1.085673 0.04 0.01 -0.14
H -0.935984 -1.868131 -0.016874 0.23 -0.09 -0.11
H -1.175352 -0.562759 1.118502 -0.05 -0.01 0.22
C -4.091098 -0.969348 2.644641 -0.24 -0.17 0.23
C -3.867554 -0.579051 4.124689 -0.18 0.32 1.03
O -4.788568 -0.882045 4.904026 0.66 0.18 -0.51
O -2.778457 0.038249 4.397217 -0.35 -0.31 -0.70
H -4.648006 -0.174824 2.136051 0.30 0.10 -0.08
H -4.719247 -1.857304 2.583410 -0.02 -0.09 0.09
H -3.126517 -1.173276 2.201478 0.29 0.13 -0.52
C 4.237679 0.467180 0.104803 1.02 -0.37 -0.73
C 4.717656 -0.316493 1.345024 -0.36 0.00 0.67
O 4.152608 0.007415 2.427128 -0.15 0.02 -0.27
O 5.552784 -1.230720 1.186005 -0.20 -0.20 -0.34
H 4.735252 0.062704 -0.793873 -0.30 -0.21 0.16
H 4.589391 1.504196 0.108393 -0.48 0.09 0.47
H 3.156863 0.368710 0.021036 -0.13 0.38 -0.01
```
Forces are in eV/Å.

Calculated values
LUMO: -0.14653 Eh
electronic energy: -2918.8194 a.u.
largest force on an atom: 1.80 eV/A
2S+1: 1
net charge: +2
HOMO-LUMO gap: 6.19 eV
energy relative to the best compared isomer or geometry (same formula, charge and spin): 0.000 eV

Löwdin population analysis, charges in e, atoms 1 to 5: -0.038, -0.192, -0.261, 0.036, -0.130

---

Record 2
Entry from OMol25: the molecule C19H19N5O3S2 (ωB97M-V/def2-TZVPD).

```
48
Properties=species:S:1:pos:R:3:forces:R:3
C 2.645020 3.161553 4.151426 0.06 -0.02 0.01
C 2.808839 2.261702 2.963899 -0.06 -0.10 -0.07
C 2.382075 0.944884 3.007668 0.03 0.04 -0.07
C 2.564266 0.104069 1.912995 0.15 0.19 -0.15
C 3.171851 0.587994 0.763277 0.01 -0.09 -0.11
C 3.601676 1.907039 0.706207 -0.03 0.05 0.22
C 3.417967 2.731199 1.806681 0.00 -0.07 -0.04
H 3.755610 3.756998 1.766801 0.05 0.14 -0.01
C 4.238796 2.433004 -0.543678 -0.07 0.01 -0.02
H 4.752791 1.638524 -1.078651 0.06 -0.01 -0.08
H 4.948021 3.225034 -0.314830 0.06 0.05 -0.04
H 3.474656 2.844368 -1.203735 0.01 0.04 -0.09
H 3.316089 -0.065819 -0.079948 0.02 -0.05 -0.03
N 2.126664 -1.221491 2.039274 -0.01 0.19 0.48
C 2.214231 -2.237318 1.151395 0.06 -0.40 0.23
O 2.742768 -2.198593 0.064487 0.28 0.05 -0.20
C 1.662763 -3.556801 1.700148 -0.37 -0.01 -0.15
H 1.518776 -4.247513 0.870555 0.12 0.14 0.02
H 2.366652 -3.984850 2.415846 -0.04 -0.01 0.02
S 0.090365 -3.396797 2.595352 0.07 -0.28 0.39
C -0.828913 -2.587304 1.338405 0.28 0.09 -0.31
N -0.181667 -2.168577 0.314560 -0.10 -0.22 0.17
C -0.833211 -1.550064 -0.713896 -0.72 -0.01 -0.03
N -0.057200 -1.231405 -1.752046 0.10 0.12 -0.19
H 0.935088 -1.347971 -1.625261 0.02 -0.05 0.05
H -0.445354 -0.603166 -2.461376 0.13 -0.14 0.12
C -2.209008 -1.351052 -0.629549 0.48 -0.04 0.25
C -2.938125 -1.821656 0.513662 0.38 0.13 -0.15
O -4.147917 -1.721110 0.662126 -0.28 0.00 0.01
N -2.158621 -2.443179 1.498907 -0.03 -0.03 0.10
H -2.640384 -2.794620 2.317177 0.01 0.04 -0.16
N -3.069334 -0.774399 -1.577708 -0.53 -0.10 0.04
C -2.861289 -0.055512 -2.700620 0.38 -0.06 0.18
O -1.760698 0.280781 -3.134630 -0.17 0.11 -0.06
C -4.082700 0.319418 -3.419656 -0.70 0.17 -0.35
C -4.117316 1.052737 -4.576944 0.25 -0.26 0.46
C -5.421323 1.255221 -5.062076 -0.25 -0.02 0.00
C -6.365662 0.675136 -4.273227 0.07 -0.16 0.30
S -5.685045 -0.130341 -2.922159 0.26 0.30 -0.49
H -7.430044 0.670394 -4.402918 -0.21 0.02 -0.06
H -5.649892 1.805772 -5.956732 -0.07 0.08 -0.14
H -3.224192 1.423009 -5.046121 0.19 0.04 -0.03
H -4.031764 -0.905174 -1.265720 0.21 0.04 -0.10
H 1.658362 -1.424935 2.914053 0.04 -0.04 -0.24
H 1.907684 0.562795 3.901775 -0.06 -0.04 0.12
H 2.340133 4.158252 3.839903 -0.03 0.07 0.04
H 3.593328 3.253077 4.681693 0.02 0.05 0.08
H 1.905189 2.766687 4.843208 -0.05 0.02 0.08
```
Forces are in eV/Å.

Calculated values
LUMO: 0.00898 Eh
electronic energy: -2031.4071 a.u.
largest force on an atom: 0.80 eV/A
2S+1: 1
SMILES: Cc1cc(C)cc(NC(=O)CSc2nc(N)c(NC(=O)c3cccs3)c(=O)[nH]2)c1
HOMO-LUMO gap: 7.97 eV
energy relative to the best compared isomer or geometry (same formula, charge and spin): 0.000 eV

natural (NBO) population analysis, charges in e, atoms 1 to 5: -0.626, 0.015, -0.281, 0.254, -0.290

---

Record 3
Entry from OMol25: the molecule C4H3BF8 at a distorted geometry (ωB97M-V/def2-TZVPD).

```
16
Properties=species:S:1:pos:R:3:forces:R:3
B -1.155121 -0.580400 -0.036845 -2.24 1.36 -2.40
C 0.157149 0.155347 0.208155 0.32 -0.01 0.15
C -2.603093 0.418194 -0.883191 2.31 -1.48 2.17
C -1.382767 -2.173334 -0.100630 0.11 -0.57 0.10
C -3.386256 1.014335 0.306274 -0.06 0.23 0.17
F -2.101003 1.420343 -1.640844 -0.02 -0.01 0.14
F -3.392436 -0.335625 -1.661414 -0.16 -0.05 0.08
F -2.603272 -2.620579 0.223049 -0.09 0.27 0.06
F -1.155718 -2.553320 -1.386560 -0.03 0.38 -0.01
F -0.509947 -2.888817 0.641920 0.07 0.22 0.18
F -2.539073 1.744049 1.060252 0.15 0.01 -0.21
F -3.848428 0.039665 1.098549 0.03 -0.28 -0.20
F -4.408884 1.797172 -0.011483 -0.08 0.04 -0.35
H 0.176402 0.624003 1.195071 -0.15 0.00 0.19
H 0.296997 0.983282 -0.489531 -0.14 -0.03 -0.07
H 1.027813 -0.500826 0.170967 -0.04 -0.08 0.01
```
Forces are in eV/Å.

Calculated values
LUMO: -0.03263 Eh
electronic energy: -977.9989 a.u.
largest force on an atom: 3.55 eV/A
2S+1: 1
SMILES: CB(C(F)(F)F)C(F)(F)C(F)(F)F
HOMO-LUMO gap: 10.30 eV
energy relative to the best compared isomer or geometry (same formula, charge and spin): 0.000 eV

natural (NBO) population analysis, charges in e, atoms 1 to 5: 0.768, -1.096, 0.454, 0.686, 0.898